i.
# C6H33NO11

A 11-piece molecular cluster, C6H33NO11 overall (ωB97M-V/def2-TZVPD, the Open Molecules 2025 dataset).

HOMO level (eV): -9.4366
SMILES: C=CCCCNCO.O.O.O.O.O.O.O.O.O.O
Spin multiplicity: 1

The geometry in XYZ format:
```
51
C6H33NO11 (ωB97M-V/def2-TZVPD)
H -2.898 -1.323 1.389
O 2.272 -1.085 -1.470
H 1.896 0.684 3.147
H -0.870 2.105 0.989
H -1.418 -3.277 1.015
N 0.648 0.588 -1.905
O -2.877 -1.670 2.301
C -1.550 3.133 -1.280
H 2.634 0.806 -1.584
O -1.040 -3.576 0.177
C -1.971 2.012 0.800
H -1.461 2.254 -3.425
O -3.270 -0.492 -0.716
O 3.832 -1.996 1.298
O 2.049 3.521 2.538
O -1.133 -1.790 -3.706
H 2.345 -0.094 -3.215
H -1.410 -2.432 -3.061
H 0.428 -0.618 1.916
H 1.973 0.559 1.726
H 4.030 -1.282 0.669
H -3.130 0.332 -0.231
H 0.631 0.542 -0.846
H -2.425 -0.904 -0.865
H -0.784 -2.285 4.357
O 0.623 -0.539 0.978
C -1.189 2.074 -2.342
C 0.349 1.910 -2.448
H 1.916 3.116 1.657
H -0.466 -1.160 -3.474
H -0.126 -3.410 0.514
H 1.161 -1.311 0.627
H 2.665 -2.848 0.547
H 2.586 2.859 2.980
C -2.515 2.615 -0.288
H -1.746 1.106 -2.100
H -1.851 4.166 -1.710
H -3.584 2.774 -0.431
H 0.586 1.943 -3.561
H 1.782 -4.096 -0.134
H -0.587 3.444 -0.808
O 1.811 -3.276 0.328
O -0.515 -1.916 3.524
O 2.599 0.799 2.433
H -2.592 1.418 1.501
H -3.640 -1.431 2.815
H 1.402 -1.560 -1.299
H 0.981 2.736 -2.089
H -1.362 -1.656 3.008
C 1.989 0.121 -2.178
H 3.220 -1.589 1.932
```


ii.
# C6H33NO11

A 11-piece molecular cluster, C6H33NO11 overall (ωB97M-V/def2-TZVPD, the Open Molecules 2025 dataset).

HOMO level (eV): -9.3327
SMILES: C=C(C)C[C@@H](N)CO.O.O.O.O.O.O.O.O.O.O
Spin multiplicity: 1

The geometry in XYZ format:
```
51
C6H33NO11 (ωB97M-V/def2-TZVPD)
H 0.173 -2.778 3.999
H -0.422 0.501 -3.020
O 1.650 -3.069 0.037
H 0.935 -3.566 -0.363
C -1.357 2.051 1.091
H 1.207 3.776 1.956
H -1.713 -4.087 -0.886
H 0.559 0.912 1.158
H -1.429 2.221 2.202
O -0.332 -2.703 3.111
C -1.703 -0.373 0.814
H 0.131 1.369 -2.012
H -0.247 -3.520 2.558
H 0.430 3.367 -0.741
H -4.065 0.491 -0.264
H -3.652 2.128 -0.305
H -1.557 2.977 0.406
O 1.726 -0.289 -0.369
O 3.386 -1.648 2.558
H 0.999 -0.181 -0.794
H -1.119 1.653 -4.832
H -0.936 -0.829 1.305
O -4.178 0.097 2.823
H 1.984 -2.897 -0.871
O 0.143 0.510 -2.341
H -3.323 0.654 2.591
H 3.408 -1.092 -1.296
H 1.728 2.362 -0.560
H -2.850 0.916 -1.459
H -3.957 -0.773 3.102
C -3.170 1.167 -0.505
C -2.102 0.877 0.601
H -0.754 -3.049 -1.620
O 4.388 -0.945 -1.365
C 0.895 2.800 2.067
H 1.946 1.160 2.814
O -1.732 1.358 -4.085
O 2.025 2.148 2.577
H -2.249 2.081 -3.941
C 0.222 2.086 0.917
N 0.640 2.394 -0.468
O -0.910 -3.987 -1.444
H 0.319 2.738 2.994
H 1.045 -0.699 -3.196
H -2.496 -1.108 0.500
H 2.736 -1.696 1.815
H 1.918 -1.162 -0.315
O 1.673 -1.390 -3.465
H 4.114 -1.504 2.149
H 1.430 -1.509 -4.384
H 4.444 0.060 -1.241
```


It comes down to i, which is 64.4 kcal/mol more stable than the next structure.


i.
# C2H7N4O

An isolated ion of composition C2H7N4O and charge +1 (ωB97M-V/def2-TZVPD, the Open Molecules 2025 dataset).

HOMO level (eV): -14.5841
Charge: +1
SMILES: NN1CNC(=[NH2+])O1
Spin multiplicity: 1

The geometry in XYZ format:
```
14
C2H7N4O (ωB97M-V/def2-TZVPD)
H -0.861 -0.284 1.942
H -1.432 -1.829 0.261
H 0.211 -1.883 0.798
C -0.213 1.057 0.390
N -0.424 2.298 0.789
H 0.288 2.960 0.434
H 1.375 -0.925 -2.582
N -0.730 -0.034 1.000
H -1.113 2.566 1.417
N 0.027 -0.714 -1.164
C -0.504 -1.323 0.366
N 1.099 -1.240 -1.665
O 0.344 0.847 -0.715
H 1.935 -1.497 -1.268
```


ii.
# C2H7N4O

An isolated ion of composition C2H7N4O and charge +1 (ωB97M-V/def2-TZVPD, the Open Molecules 2025 dataset).

HOMO level (spin up / spin down) (eV): -14.5707 / -14.7206
Charge: +1
Spin multiplicity: 1

The geometry in XYZ format:
```
14
C2H7N4O (ωB97M-V/def2-TZVPD)
N 0.244 -0.948 -1.701
C 0.986 -0.565 1.142
H 0.027 -1.354 -2.631
H -0.997 2.948 0.798
C -0.556 -0.397 -0.781
N 0.315 0.289 0.190
H 1.214 -0.610 -1.744
H -2.302 -0.137 0.257
O -0.033 1.413 0.809
H 0.311 -1.405 1.536
N -1.763 -0.478 -0.531
N -0.742 2.239 0.137
H 1.883 -1.112 0.571
H 1.413 0.116 1.947
```


It comes down to i, which is 80.9 kcal/mol more stable than the next structure.


i.
# C2H7N4O

An isolated ion of composition C2H7N4O and charge +1 (ωB97M-V/def2-TZVPD, the Open Molecules 2025 dataset).

HOMO level (eV): -14.7070
Charge: +1
SMILES: CN(N=O)C(N)=[NH2+]
Spin multiplicity: 1

The geometry in XYZ format:
```
14
C2H7N4O (ωB97M-V/def2-TZVPD)
N 0.987 -0.041 0.009
N 2.215 -0.712 0.106
O 3.187 -0.005 0.159
N -1.281 -0.201 -0.241
H 0.948 -2.520 0.105
H -0.860 -2.655 -0.058
H 1.909 1.641 -0.640
C 0.978 1.436 -0.032
C -0.126 -0.865 -0.007
H -1.463 0.805 -0.150
H 0.092 1.930 -0.520
N 0.005 -2.155 0.029
H 0.916 1.931 0.968
H -2.153 -0.756 -0.403
```


ii.
# C2H7N4O

A 2-piece molecular cluster, C2H7N4O overall (ωB97M-V/def2-TZVPD, the Open Molecules 2025 dataset).

HOMO level (eV): -13.8575
Charge: +1
Spin multiplicity: 1

The geometry in XYZ format:
```
14
C2H7N4O (ωB97M-V/def2-TZVPD)
N 0.963 -0.499 -0.542
H -0.689 -0.727 0.786
O 1.361 0.222 1.924
H 0.957 2.884 3.487
C 1.421 1.279 2.392
H -2.166 -1.040 -0.473
H -2.211 -0.894 -2.747
C -0.320 -0.684 -0.251
H -0.572 -0.446 -2.841
N -1.374 -0.879 -1.026
H 1.287 -0.520 -1.485
N -1.451 -0.422 -2.312
N 1.292 2.397 2.761
H 1.503 -0.671 0.326
```


It comes down to ii, which is 19.2 kcal/mol more stable than the next structure.


i.
# C4H9N2O2

C4H9N2O2 as an isolated structure (ωB97M-V/def2-TZVPD, the Open Molecules 2025 dataset).

HOMO level (spin up / spin down) (eV): -13.2015 / -13.2002
Charge: +1
Spin multiplicity: 1

The geometry in XYZ format:
```
17
C4H9N2O2 (ωB97M-V/def2-TZVPD)
H 2.581 2.090 1.991
H 0.131 -0.528 -2.146
H -1.127 1.186 -1.112
N 1.023 -0.350 -0.116
H 1.502 0.574 -0.092
C -1.277 0.202 -0.689
H 1.044 -1.401 1.849
H -2.158 -0.038 -1.213
N -0.693 -0.289 1.679
H -0.294 -1.711 -0.919
C 0.542 -0.619 1.362
C -1.549 0.155 0.822
H -2.501 0.439 1.256
C -0.164 -0.594 -1.061
O 2.110 1.477 1.449
H 1.894 -0.859 -0.275
O 1.917 0.390 2.143
```


ii.
# C4H9N2O2

An isolated ion of composition C4H9N2O2 and charge +1 (ωB97M-V/def2-TZVPD, the Open Molecules 2025 dataset).

HOMO level (eV): -14.1081
Charge: +1
SMILES: NC(=O)C[C@H]([NH3+])C=O
Spin multiplicity: 1

The geometry in XYZ format:
```
17
C4H9N2O2 (ωB97M-V/def2-TZVPD)
O -1.585 -1.473 -1.608
H -0.912 1.444 0.131
H 0.777 1.814 -0.157
C 0.087 1.012 0.111
N 1.410 1.215 2.168
C 0.454 0.521 1.525
H 0.276 1.325 -2.222
O -0.080 -0.477 1.950
H -0.799 -1.853 0.222
C 0.233 -0.182 -0.841
N 0.064 0.332 -2.254
H 1.534 1.049 3.149
H 1.233 -0.583 -0.717
H -0.896 0.104 -2.541
C -0.818 -1.266 -0.704
H 0.763 -0.113 -2.841
H 1.802 2.104 1.889
```


iii.
# C4H9N2O2

C4H9N2O2 as an isolated structure (ωB97M-V/def2-TZVPD, the Open Molecules 2025 dataset).

HOMO level (eV): -13.5912
Charge: +1
Spin multiplicity: 1

The geometry in XYZ format:
```
17
C4H9N2O2 (ωB97M-V/def2-TZVPD)
C -0.073 -0.737 1.439
N 0.514 2.277 1.009
C -0.722 -0.763 -0.938
C 0.603 1.292 0.091
H -1.273 0.489 0.467
H 0.769 -1.402 1.209
H 1.285 3.321 -1.275
O 1.431 3.106 1.019
N -0.374 0.109 0.243
H 0.123 -1.528 -1.017
H -1.511 -1.486 -0.645
C 0.532 2.418 -1.566
O -0.027 2.102 -2.519
H 1.552 0.840 -0.073
H -1.067 -0.106 -1.751
H -0.969 -1.362 1.571
H 0.270 -0.106 2.357
```


It comes down to ii, which is 127.1 kcal/mol more stable than the next structure.


i.
# C6H16N

A 2-piece molecular cluster, C6H16N overall (ωB97M-V/def2-TZVPD, the Open Molecules 2025 dataset).

HOMO level (eV): -13.6469
Charge: +1
Spin multiplicity: 1

The geometry in XYZ format:
```
23
C6H16N (ωB97M-V/def2-TZVPD)
H 1.004 2.777 -0.456
C -0.460 0.319 1.448
H 0.181 -2.992 0.435
H 0.942 -2.548 2.032
C -0.597 -0.517 -0.180
H -0.388 0.042 -1.084
H 1.372 -0.732 0.532
H 1.491 1.212 1.368
H -1.413 0.828 1.270
C 0.480 1.605 1.330
C 0.334 -0.922 0.756
H -0.570 2.047 -0.502
C 0.156 2.529 0.158
H -0.597 -1.518 -3.972
H -1.509 -1.067 -0.323
H -0.427 0.059 -3.668
H 0.917 -0.935 -3.911
H -0.791 -2.515 1.745
H 0.362 2.138 2.248
C 0.179 -2.339 1.300
H -0.352 -0.063 2.462
N -0.002 -0.841 -3.511
H -0.311 3.432 0.522
```


ii.
# C6H16N

A 2-piece molecular cluster, C6H16N overall (ωB97M-V/def2-TZVPD, the Open Molecules 2025 dataset).

HOMO level (eV): -14.3988
Charge: +1
Spin multiplicity: 1

The geometry in XYZ format:
```
23
C6H16N (ωB97M-V/def2-TZVPD)
H -0.387 -2.544 0.357
H 0.071 -2.173 2.017
H 0.661 1.142 1.303
C -0.095 -1.645 1.016
H -4.245 -3.650 -4.364
H 1.419 2.684 0.681
H 0.984 -0.944 -1.575
H -1.376 1.837 1.067
C -0.660 2.680 0.755
H -3.996 -3.517 -3.665
H -0.998 3.526 0.100
N -0.867 -0.528 0.923
H -1.710 -0.773 1.454
C 0.681 1.900 0.576
H -0.613 3.301 1.719
H 2.463 -0.267 -0.985
C 1.345 -1.289 0.511
H -0.214 0.814 -1.085
C 0.827 1.013 -0.665
H 1.848 -0.607 1.348
H 2.015 -2.129 0.494
H 1.447 1.548 -1.307
C 1.400 -0.379 -0.677
```


iii.
# C6H16N

A 2-piece molecular cluster, C6H16N overall (ωB97M-V/def2-TZVPD, the Open Molecules 2025 dataset).

HOMO level (eV): -13.8921
Charge: +1
Spin multiplicity: 1

The geometry in XYZ format:
```
23
C6H16N (ωB97M-V/def2-TZVPD)
C -1.847 0.979 -0.175
N 2.634 -0.860 -1.597
C -0.871 1.668 0.781
H 3.526 -0.411 -1.315
H -1.477 1.097 -1.211
H -1.274 1.606 1.811
C 0.501 0.991 0.745
H -2.650 -1.003 -0.575
H -0.688 -2.262 0.365
H 1.926 -0.722 -0.850
H 2.295 -0.431 -2.479
H 0.014 -0.620 2.098
C -0.592 -1.190 0.106
H 0.932 1.109 -0.268
H 2.789 -1.876 -1.743
C 0.384 -0.501 1.062
H 1.187 1.481 1.462
H -0.189 -1.128 -0.923
H 1.379 -0.983 1.003
H -2.843 1.460 -0.116
H -0.775 2.739 0.522
H -2.395 -0.632 1.155
C -1.964 -0.513 0.142
```


It comes down to iii, which is 67.8 kcal/mol more stable than the next structure.


i.
# C4H8O2S

C4H8O2S as an isolated structure (ωB97M-V/def2-TZVPD, the Open Molecules 2025 dataset).

HOMO level (spin up / spin down) (eV): -7.8394 / -8.8303
Spin multiplicity: 1

The geometry in XYZ format:
```
15
C4H8O2S (ωB97M-V/def2-TZVPD)
H -0.441 -2.524 1.166
S -0.101 1.418 -0.918
C -0.033 -2.217 0.150
H 1.871 1.856 0.287
H -1.034 -2.149 -0.299
H 1.926 0.680 -1.014
H -2.214 -0.838 1.474
C -0.151 0.051 0.369
C -2.049 -0.004 0.734
O -0.799 2.521 -0.362
C 1.728 1.706 -0.759
O 0.589 -0.967 0.162
H 2.156 2.411 -1.417
H 0.671 -3.027 -0.421
H -2.118 1.084 0.849
```


ii.
# C4H8O2S

C4H8O2S in the gas phase (ωB97M-V/def2-TZVPD, the Open Molecules 2025 dataset).

HOMO level (eV): -9.0278
SMILES: OC[C@@H]1[C@@H](O)[C@@H]1S
Spin multiplicity: 1

The geometry in XYZ format:
```
15
C4H8O2S (ωB97M-V/def2-TZVPD)
O 0.721 -2.177 -0.560
O 1.274 1.974 0.135
H -0.860 1.086 -0.999
H -1.886 -1.546 0.004
H 0.389 -0.194 -1.311
H 1.071 0.751 1.997
C -0.175 -0.218 0.644
S -2.224 0.805 -0.908
H 0.383 -2.544 -1.433
H 0.089 -0.901 1.432
C 0.539 1.079 1.042
H -0.229 1.898 1.081
C -1.271 -0.602 -0.222
C 0.103 -0.921 -0.649
H 2.075 1.511 -0.253
```


iii.
# C4H8O2S

C4H8O2S in the gas phase (ωB97M-V/def2-TZVPD, the Open Molecules 2025 dataset).

HOMO level (eV): -9.4307
SMILES: CO[C@H](C)C(=O)S
Spin multiplicity: 1

The geometry in XYZ format:
```
15
C4H8O2S (ωB97M-V/def2-TZVPD)
H 1.158 0.479 -1.741
H 1.833 0.885 1.212
H 1.518 2.305 0.258
O -0.705 1.778 0.348
H 2.293 -1.721 0.611
C 1.872 1.173 0.167
C -0.553 0.704 -0.142
O 0.851 -1.188 -0.614
H 2.826 1.285 -0.351
C 1.128 -1.603 0.677
H 0.875 -1.069 1.775
C 0.851 0.264 -0.696
H -2.843 0.049 0.982
S -1.823 -0.477 -0.088
H 0.556 -2.537 0.751
```


It comes down to iii, which is 18.0 kcal/mol more stable than the next structure.